Version P
Here is an isolated molecule of C4H6N2 from OMol25. Energies are from ωB97M-V/def2-TZVPD.

The geometry in ORCA input format:
```
! RIJCOSX wB97M-V def2-TZVPD def2/J DEFGRID3
* xyz 0 1
C -1.25 0.22 0.98
N -0.07 0.51 0.20
C 0.00 0.45 -1.23
C 0.73 -0.54 -0.37
C 2.11 -0.48 0.10
N 3.12 -0.42 0.66
H -0.93 0.00 2.00
H -1.87 -0.61 0.60
H -1.85 1.14 1.01
H 0.51 1.27 -1.72
H -0.85 0.04 -1.78
H 0.36 -1.57 -0.46
*
```

Its orbital gap is 10.8 eV. The SMILES is CN1C[C@H]1C#N.

***

Version Q
Here is an isolated molecule of C4H6N2 from OMol25. Energies are from ωB97M-V/def2-TZVPD.

The geometry in ORCA input format:
```
! RIJCOSX wB97M-V def2-TZVPD def2/J DEFGRID3
* xyz 0 1
C 0.51 -1.03 -0.87
C 0.70 0.39 -0.39
N -0.55 1.35 -0.30
C 0.08 0.82 0.89
C -0.77 -0.12 1.60
N -1.52 -0.80 2.15
H -0.44 -1.45 -0.51
H 0.50 -1.05 -1.97
H 1.30 -1.72 -0.54
H 0.94 1.27 -0.98
H -1.34 0.83 -0.63
H 0.58 1.52 1.55
*
```

Its orbital gap is 11.3 eV. The SMILES is C[C@H]1N[C@H]1C#N.

***

Version R
Here is an isolated molecule of C4H6N2 from OMol25. Energies are from ωB97M-V/def2-TZVPD.

The geometry in ORCA input format:
```
! RIJCOSX wB97M-V def2-TZVPD def2/J DEFGRID3
* xyz 0 1
N 0.14 1.62 1.19
C 0.02 0.52 0.31
C -1.21 -0.02 -0.09
C -1.04 -1.13 -0.87
N 0.55 -1.32 -0.88
C 1.03 -0.22 -0.23
H 0.57 2.39 0.71
H 0.74 1.36 1.97
H -2.14 0.40 0.28
H -1.88 -1.87 -0.77
H 1.33 -1.75 -1.43
H 2.08 0.07 -0.19
*
```

Its orbital gap is 9.1 eV. The SMILES is Nc1cc[nH]c1.

***

Version S
Here is a 2-piece molecular cluster, C4H6N2 overall from OMol25. Energies are from ωB97M-V/def2-TZVPD.

The geometry in ORCA input format:
```
! RIJCOSX wB97M-V def2-TZVPD def2/J DEFGRID3
* xyz 0 1
N 0.72 1.48 0.92
C 0.26 0.52 0.22
C 1.07 -0.23 -0.81
N 0.26 -1.10 -1.32
C -1.07 -1.01 -0.68
C -1.13 -0.05 0.25
H 1.71 1.64 0.73
H -1.28 1.36 2.83
H 2.09 -0.09 -1.15
H 0.52 -1.75 -2.05
H -1.79 -1.73 -1.04
H -1.48 0.98 2.22
*
```

Its orbital gap is 6.3 eV.

***

What should be chosen as the least stable of them? Choose version S.